Record 1
# C22H60N2O9

7 unconnected molecules or ions with the total composition C22H60N2O9 (the ωB97M-V functional and the def2-TZVPD basis, the OMol25 dataset).

Structure (XYZ):
```
93
Properties=species:S:1:pos:R:3:forces:R:3:lowdin_charge:R:1
C -5.0438 6.4324 -1.2893 0.936 1.375 -0.393 -0.10
O -3.7087 6.0819 -0.8829 -0.371 0.746 -0.654 -0.18
C -3.5303 4.7006 -0.6773 1.537 -0.402 0.453 -0.22
C -2.0293 4.3393 -0.3261 -1.893 1.030 -1.362 -0.21
N -1.8989 2.9421 -0.0735 1.434 0.575 1.418 -0.04
C -0.4609 2.5777 0.0276 -3.528 -0.679 0.373 -0.16
C -0.4269 1.1341 0.4150 3.064 1.087 -8.907 -0.40
O -0.7451 0.7921 1.5597 -3.362 -2.483 8.409 -0.09
C -0.5950 -0.5976 1.8117 0.896 0.379 -0.710 -0.04
H -5.7449 6.1609 -0.5281 -0.553 -0.118 0.533 0.07
H -5.3279 6.0038 -2.2309 -0.013 -0.954 -0.495 0.07
H -5.1613 7.5333 -1.5393 0.725 -1.049 0.917 0.11
H -3.7576 4.1119 -1.5702 -0.546 0.108 0.001 0.10
H -4.0982 4.4032 0.2080 -0.378 -0.372 -0.206 0.12
H -1.8082 4.8878 0.5610 0.499 0.435 0.746 0.11
H -1.3682 4.6939 -1.1372 -0.113 0.112 0.026 0.12
H -2.2624 2.3426 -0.7714 -0.838 -0.446 -0.944 0.06
H 0.0231 3.1282 0.7776 0.603 1.160 1.070 0.10
H -0.0168 2.7513 -0.9265 0.913 -0.087 -0.777 0.12
H 0.6267 0.9657 0.2544 1.102 -0.990 -0.561 0.10
H -0.9914 0.5440 -0.3630 0.384 0.400 0.077 0.13
H -1.0504 -1.3301 1.1264 -0.538 0.880 -0.075 0.09
H -0.8366 -0.7921 2.8047 -1.196 -0.183 1.652 0.08
H 0.4445 -0.8494 1.8199 1.156 -0.007 -0.468 0.06
C -7.0927 3.6820 -1.6087 0.620 -1.497 -1.862 -0.09
O -6.1323 2.9972 -2.4190 -0.101 -1.281 0.205 -0.19
C -5.3757 1.9391 -1.7388 -0.065 2.884 0.224 -0.19
C -4.3611 1.4170 -2.7102 -0.929 0.624 -0.058 -0.25
N -3.5471 0.5030 -1.9901 1.228 0.247 -0.403 -0.06
C -2.3330 0.0922 -2.7377 -1.012 -0.120 1.320 -0.15
C -1.9026 -1.2667 -2.2119 -8.356 2.655 3.973 -0.41
O -0.8367 -1.6539 -2.6636 10.150 -1.965 -4.320 -0.12
C -0.4494 -2.9762 -2.4625 -0.675 -1.012 -1.089 -0.06
H -6.5654 4.1799 -0.8943 1.254 1.558 2.341 0.02
H -7.7814 3.0262 -1.1436 -0.862 -0.895 0.400 0.08
H -7.6094 4.3912 -2.2151 -0.351 0.380 -0.611 0.09
H -5.9716 1.1789 -1.2613 -0.769 -0.526 -0.291 0.12
H -4.8386 2.4021 -0.8910 -0.083 -0.128 -0.237 0.10
H -3.7752 2.2066 -3.1015 0.579 1.145 -0.330 0.11
H -4.8886 0.9861 -3.5557 -0.085 -0.318 -0.480 0.13
H -4.2412 -0.1887 -1.8679 0.219 -2.096 0.624 0.10
H -1.5892 0.8503 -2.5674 0.507 0.395 0.032 0.11
H -2.5162 0.0179 -3.7984 -0.035 -0.076 -0.602 0.12
H -2.7629 -1.8574 -2.5355 -0.543 -0.941 0.052 0.13
H -1.9247 -1.3053 -1.0915 -0.324 0.343 -0.231 0.13
H 0.5604 -3.2889 -2.7794 -0.479 0.982 -0.325 0.10
H -1.1987 -3.5598 -2.9966 0.073 -0.590 -0.235 0.10
H -0.5336 -3.2811 -1.4595 -0.183 -0.103 1.745 0.05
C 0.5851 -3.7323 1.4412 0.020 2.534 1.339 -0.10
C 0.5814 -4.8695 0.5826 -0.092 -2.976 -1.936 -0.37
O -0.7645 -5.2004 0.2737 -1.032 -1.101 -1.181 -0.09
H 0.1550 -2.8822 0.9118 0.033 -0.092 -0.085 0.05
H 1.5944 -3.4348 1.6887 0.337 0.033 0.281 0.07
H 0.0229 -3.7901 2.3707 -0.045 -0.555 0.066 0.10
H 1.0690 -5.7712 0.9630 0.081 -0.003 0.672 0.11
H 1.1299 -4.7172 -0.3432 0.140 0.565 -0.195 0.09
H -0.8287 -5.9088 -0.4277 0.385 1.222 1.261 0.12
C 2.0965 -1.7584 -0.7752 -1.637 -1.585 -1.248 -0.08
C 3.1476 -0.8047 -0.5960 1.199 2.600 -1.983 -0.34
O 2.8886 -0.0642 0.5237 -1.001 0.986 2.489 -0.10
H 2.2116 -2.5323 -0.0409 -0.580 -0.074 0.787 0.04
H 2.1999 -2.3592 -1.6817 0.136 0.465 -0.321 0.09
H 1.1333 -1.2416 -0.8049 -0.105 -0.453 0.262 0.09
H 3.1670 0.0052 -1.4050 0.639 -1.697 0.161 0.16
H 4.0366 -1.3488 -0.3830 1.503 -0.230 -0.809 0.09
H 3.5192 0.6518 0.6468 0.287 0.060 0.161 0.07
C 2.1274 1.9821 2.7919 -2.874 -0.181 1.206 -0.09
C 2.9939 2.8038 1.9644 -1.487 -0.230 -0.314 -0.34
O 4.1546 2.1043 1.7790 2.224 -0.183 -1.204 -0.05
H 1.1809 2.4876 2.9081 -0.517 0.524 0.363 0.08
H 2.4064 1.6819 3.7858 0.782 0.179 0.470 0.09
H 1.7753 1.1004 2.3050 0.353 -0.838 -0.579 0.05
H 3.1045 3.7949 2.3306 0.540 0.988 0.485 0.12
H 2.4892 2.8913 1.0274 -0.157 0.231 -1.006 0.11
H 4.6672 2.3240 2.5404 1.070 -0.263 0.605 0.09
C 5.5894 -4.9287 0.6990 1.742 -0.878 -0.683 -0.09
C 4.4985 -4.2615 0.0156 -1.115 1.448 1.068 -0.38
O 3.5526 -5.1642 -0.4179 -1.123 -1.701 -1.028 -0.07
H 5.2864 -5.3951 1.5896 -0.698 -0.488 1.466 0.07
H 6.3527 -4.2298 0.9487 0.886 0.424 0.195 0.07
H 5.9845 -5.7540 0.1033 0.317 0.238 -0.278 0.09
H 4.7980 -3.5366 -0.7287 0.078 -0.376 -0.767 0.12
H 3.9589 -3.6816 0.7459 0.083 1.026 0.665 0.09
H 3.3940 -5.7646 0.3345 -0.036 0.308 -0.628 0.10
C 5.4200 -1.6329 2.7341 0.948 -0.141 -1.825 -0.09
C 4.2531 -1.0261 3.2924 -1.848 -0.043 2.198 -0.37
O 3.0999 -1.6064 2.7873 -1.372 -0.681 -0.420 -0.08
H 5.4248 -1.4678 1.6784 0.381 0.315 -1.067 0.07
H 5.3108 -2.6994 2.8244 0.592 -0.481 0.555 0.08
H 6.2485 -1.1363 3.1730 1.383 -0.278 0.358 0.08
H 4.1656 0.0546 3.2751 0.394 0.277 -0.135 0.09
H 4.3000 -1.3713 4.3253 -0.444 0.589 0.555 0.12
H 2.9536 -1.2596 1.8936 -0.066 0.334 0.055 0.03
```
Forces are in eV/Å.

HOMO-LUMO gap in eV: 9.1
Total energy in Eh: -1660.558375
Energy relative to the best compared isomer or geometry (same formula, charge and spin) in eV: 5.5306
SMILES: COCCNCCOC.COCCNCCOC.CCO.CCO.CCO.CCO.CCO
HOMO in eV: -8.49

Record 2
# C22H61F8N4O23S4Y

A molecular structure, C22H61F8N4O23S4Y (the ωB97M-V functional and the def2-TZVPD basis, the OMol25 dataset).

Structure (XYZ):
```
123
Properties=species:S:1:pos:R:3:forces:R:3:lowdin_charge:R:1
Y -15.8152 -19.0253 8.3188 0.121 -2.436 1.626 1.83
C -18.8286 -22.6457 6.8464 0.619 0.082 -0.286 -0.54
F -19.5203 -22.8632 8.0071 0.695 1.267 -1.626 0.11
F -18.9840 -23.7718 6.1294 0.472 0.860 0.407 0.13
F -19.2858 -21.6087 6.0522 -0.197 -1.043 1.551 0.07
S -16.9293 -22.2872 7.1808 -0.132 -6.875 -0.227 0.56
O -16.8656 -20.9216 7.7034 0.692 3.463 0.238 -0.48
O -16.6290 -23.3132 8.1839 -0.849 2.090 -2.144 -0.29
O -16.2769 -22.4863 5.8925 -0.771 1.327 0.982 -0.30
C -16.5575 -21.5270 12.7079 0.661 -0.928 -1.375 -0.65
F -16.4172 -20.4430 13.4059 0.460 1.329 0.589 0.17
F -16.1956 -22.5640 13.5022 -0.573 0.627 -1.147 0.13
F -17.8230 -21.5906 12.3143 -0.347 -0.616 0.242 0.14
S -15.4920 -21.4970 11.0808 3.074 -6.079 -0.005 0.60
O -15.9073 -20.2964 10.3468 -0.711 1.925 -1.356 -0.45
O -14.1041 -21.4194 11.5698 -1.467 1.137 -0.006 -0.34
O -15.6818 -22.7948 10.3346 -0.421 4.054 2.717 -0.32
N -17.2104 -17.9011 9.6292 -4.164 -1.030 0.369 -0.38
S -17.3037 -16.8396 10.7504 5.306 5.874 7.098 0.45
O -17.0878 -17.1816 12.1865 -1.175 -0.296 -3.859 -0.25
O -18.0657 -15.6678 10.4709 -1.790 -0.964 -0.207 -0.22
F -15.8999 -16.2062 10.4312 1.570 -0.452 -0.371 -0.20
S -18.8834 -18.2655 9.8846 -5.347 -3.887 -2.169 0.62
O -19.8550 -17.5172 9.1104 2.335 -0.266 1.195 -0.23
O -19.2648 -18.6659 11.2367 1.647 1.050 -2.299 -0.22
F -18.8428 -19.6244 9.0306 0.645 0.679 0.750 -0.17
O -13.9321 -18.3520 9.6158 -0.338 -0.314 -1.929 -0.08
H -13.9790 -18.0472 10.5219 -0.275 -0.050 2.069 0.02
H -13.0632 -18.0836 9.3170 0.304 0.015 -0.274 0.10
O -14.8826 -16.9300 7.4547 -0.358 -1.452 -0.471 -0.09
H -14.8140 -16.3381 6.7056 -0.193 0.079 -0.474 0.09
H -14.8519 -16.3544 8.2189 0.139 1.261 1.158 0.00
C -22.9002 -16.3227 8.9400 -0.865 0.221 -0.195 -0.22
C -24.1994 -17.1140 9.0918 1.142 -0.217 -0.493 -0.26
O -24.9444 -16.5505 10.1356 -0.701 -0.046 0.272 -0.05
O -23.0335 -14.9931 8.3879 0.018 -1.619 -0.294 -0.07
H -22.2210 -16.9629 8.3769 0.271 0.395 -0.154 0.09
H -22.5560 -16.1529 9.9601 0.405 -0.597 0.016 0.11
H -23.9120 -18.1358 9.3395 0.327 -0.225 0.364 0.11
H -24.7527 -17.2724 8.1660 -0.250 0.722 -0.267 0.12
H -25.5266 -17.2565 10.4257 -0.295 0.238 0.277 0.09
H -23.0025 -14.4964 9.2088 -0.081 0.859 0.062 0.02
C -20.0573 -15.1275 6.2261 0.285 2.651 1.647 -0.20
C -19.8409 -13.8544 7.1877 -1.388 0.942 0.865 -0.19
O -18.8631 -12.9513 6.6639 0.806 -0.500 -1.653 -0.10
O -18.7615 -15.4976 5.9388 1.534 -1.452 -0.484 -0.09
H -20.5362 -14.8323 5.2926 -0.568 0.096 0.192 0.12
H -20.5893 -15.9213 6.7506 -0.004 0.181 -0.068 0.10
H -19.5337 -14.0366 8.2175 0.140 -1.253 -0.044 0.10
H -20.7027 -13.2099 7.3605 -0.797 -0.593 -0.483 0.11
H -18.5377 -12.2924 7.2816 -0.358 -0.337 0.291 0.08
H -18.3081 -14.6620 5.8058 0.432 0.171 -0.124 0.06
C -20.6790 -17.8369 14.1860 1.000 -0.767 2.015 -0.18
C -20.7804 -19.4525 14.3085 -0.111 2.818 -1.793 -0.26
O -20.1838 -19.9524 15.4237 1.055 -0.797 1.199 -0.04
O -19.2988 -17.4020 14.3694 -0.846 -0.805 -1.013 -0.10
H -21.0622 -17.3320 15.0728 -1.098 -0.218 -0.205 0.11
H -21.0780 -17.4304 13.2566 -0.250 -0.225 -0.035 0.10
H -20.1824 -19.7319 13.4410 0.091 -0.595 0.060 0.09
H -21.7880 -19.8323 14.1394 -0.280 0.227 0.048 0.11
H -20.6824 -19.8553 16.2383 -0.292 0.235 -0.234 0.10
H -18.8729 -17.7466 13.5810 0.803 0.053 -0.111 0.02
C -12.6525 -16.5486 13.8299 -1.882 -0.709 0.375 -0.20
C -14.0508 -17.0193 13.2149 2.161 0.598 1.400 -0.20
O -13.8204 -18.0270 12.2663 -0.261 -0.003 -1.834 -0.09
O -12.1191 -17.4939 14.7590 -0.201 0.301 -0.373 -0.06
H -12.8630 -15.6508 14.4112 0.237 0.077 -0.073 0.12
H -11.9403 -16.3466 13.0300 -0.023 0.128 -0.156 0.11
H -14.4996 -16.1397 12.7532 -0.139 -0.290 -0.315 0.10
H -14.7137 -17.4018 13.9909 0.038 0.188 0.170 0.13
H -13.3568 -18.8099 12.5724 -0.243 -0.173 0.446 0.10
H -11.9219 -18.3064 14.2872 0.151 -0.134 0.037 0.07
C -15.9076 -12.8812 9.9218 -0.521 -0.169 -0.314 -0.05
C -14.6548 -13.1379 9.0966 0.248 1.682 0.819 -0.39
C -13.4372 -12.2198 9.4713 0.192 -1.033 -0.776 -0.16
O -12.5421 -12.4393 8.3659 -0.502 -0.991 -0.135 -0.20
C -11.3702 -11.7088 8.3816 0.508 2.138 0.583 -0.14
N -14.2306 -14.5350 9.1896 -0.059 -0.346 -1.146 0.04
H -16.8033 -13.0507 9.3242 0.033 -0.123 -0.400 0.06
H -15.9510 -11.8169 10.1526 -0.014 -0.163 0.711 0.09
H -16.0770 -13.5939 10.7289 0.495 0.541 0.571 0.06
H -14.9479 -12.7644 8.1154 0.457 -0.892 -0.532 0.14
H -13.0086 -12.6024 10.3976 0.327 -0.114 0.237 0.12
H -13.5713 -11.1503 9.6334 -0.632 0.116 -0.309 0.13
H -11.5759 -10.6639 8.1493 -0.377 0.484 0.093 0.08
H -10.6076 -11.8981 7.6262 -0.335 -1.209 0.021 0.09
H -10.9318 -11.6607 9.3785 0.350 -0.408 0.108 0.09
H -13.4228 -14.6800 8.6010 0.350 0.367 -0.287 0.08
H -13.8630 -14.6929 10.1170 -0.263 -0.034 0.423 0.08
C -18.8885 -14.1339 14.1751 -2.173 1.187 -0.379 -0.10
C -17.8174 -13.1959 13.6689 0.248 -1.009 1.958 -0.37
C -17.6610 -11.8585 14.4736 -0.032 -1.781 -1.089 -0.21
O -18.7168 -10.9926 14.1323 0.012 0.270 -0.246 -0.18
C -19.7768 -11.0477 15.0881 0.963 0.055 -0.028 -0.08
N -16.6452 -14.0846 13.9914 0.969 0.571 -0.715 0.03
H -18.8359 -15.1139 13.7009 0.221 -0.048 0.389 0.06
H -19.9044 -13.8054 13.9558 -0.291 0.264 0.054 0.05
H -18.8059 -14.1342 15.2620 -0.063 -0.649 0.051 0.10
H -17.9980 -12.9030 12.6347 0.679 -0.390 -0.232 0.13
H -16.6664 -11.5109 14.1941 -0.193 0.748 -0.180 0.12
H -17.6014 -12.0693 15.5413 -0.250 -0.008 0.276 0.12
H -20.0355 -12.0882 15.2847 -0.256 0.098 0.150 0.07
H -20.6434 -10.4920 14.7299 0.205 -0.024 -0.107 0.08
H -19.3478 -10.5825 15.9756 -0.574 -0.007 0.466 0.09
H -16.9135 -15.0250 13.7388 0.155 -0.299 -1.506 0.03
H -16.7917 -14.3418 14.9570 0.420 0.988 1.029 0.06
C -22.9792 -11.6569 12.9498 0.673 1.932 -0.616 -0.09
C -24.0547 -12.2875 12.0183 3.145 -1.839 0.824 -0.39
C -23.5733 -13.8106 11.8516 -0.777 0.728 -1.114 -0.13
O -22.6068 -14.0264 10.7948 -0.296 0.841 2.586 -0.24
C -21.2424 -13.9622 11.2368 0.003 -0.136 -1.783 -0.06
N -25.2673 -12.3116 12.7194 -2.208 -0.638 0.929 0.02
H -23.3280 -10.6990 13.3356 -0.410 0.065 0.098 0.07
H -22.0589 -11.3405 12.4589 0.067 -0.179 -0.718 0.06
H -22.5594 -12.1566 13.8228 -0.857 -0.903 -0.030 0.07
H -24.1274 -11.7934 11.0495 0.394 -0.019 -0.098 0.14
H -24.4107 -14.4632 11.6048 -0.249 0.180 -0.399 0.10
H -23.2416 -14.1975 12.8151 0.511 0.214 0.038 0.12
H -20.7837 -14.4468 10.3750 0.758 -0.308 0.414 0.08
H -21.0162 -14.4650 12.1771 -0.357 -0.187 -0.083 0.08
H -20.8261 -12.9549 11.2482 -0.323 0.264 0.270 0.09
H -25.9565 -11.6201 12.4607 0.276 0.288 -0.074 0.08
H -25.7246 -13.2008 12.5768 -0.240 -0.090 0.103 0.07
```
Forces are in eV/Å.

HOMO-LUMO gap in eV: 7.2
Total energy in Eh: -5254.166184
Energy relative to the best compared isomer or geometry (same formula, charge and spin) in eV: 4.0344
HOMO in eV: -9.33